1.
Formula: C13H16MgO5
Source: the OMol25 dataset
Level of theory: wB97M-V/def2-TZVPD

Summary:
HOMO energy = -14.1 eV
Total charge = +2
Calculated total energy = -29397.3972 eV
Strongest force on any atom = 5.32 eV/Å
Gap between HOMO and LUMO = 2.640 eV
Lowest unoccupied orbital energy = -11.51 eV

Each line ends with the Löwdin charge.
Positions of all 35 atoms, in Å:
C (4.59, -2.74, 0.39)  0.005
C (4.97, -1.29, -0.23)  -0.394
O (6.12, -0.87, 0.00)  0.095
O (3.97, -0.63, -1.01)  -0.048
C (3.91, 0.78, -0.76)  -0.128
C (2.76, 1.20, 0.32)  -0.141
C (1.40, 1.65, -0.42)  -0.162
O (0.46, 2.17, 0.56)  -0.098
C (-0.91, 2.03, 0.10)  -0.399
O (-1.13, 2.07, -1.13)  0.149
O (-1.86, 1.85, 1.12)  -0.047
C (-3.22, 2.00, 0.62)  -0.111
C (-3.71, 0.53, 0.17)  -0.101
C (-4.46, 0.24, -1.17)  0.017
C (-4.83, -1.24, -1.48)  -0.002
C (-4.48, -2.43, -0.52)  -0.006
C (-3.74, -2.08, 0.81)  -0.050
C (-3.34, -0.64, 1.19)  -0.004
H (3.50, -3.03, 0.19)  0.079
H (5.23, -3.49, -0.21)  0.116
H (4.89, -2.82, 1.49)  0.099
H (3.57, 1.27, -1.75)  0.165
H (4.91, 1.27, -0.50)  0.154
H (2.58, 0.33, 1.05)  0.034
H (3.19, 2.09, 0.92)  0.154
H (1.04, 0.74, -1.01)  0.170
H (1.66, 2.50, -1.14)  0.174
H (-3.85, 2.36, 1.53)  0.162
H (-3.36, 2.79, -0.19)  0.152
H (-4.72, 1.08, -1.91)  0.120
H (-5.40, -1.49, -2.44)  0.113
H (-4.73, -3.53, -0.74)  0.114
H (-3.47, -2.91, 1.56)  0.101
H (-2.77, -0.38, 2.15)  0.088
Mg (1.24, 0.61, 2.45)  1.430

---

2.
Formula: C3H10N2O
Source: the OMol25 dataset
Level of theory: wB97M-V/def2-TZVPD

Summary:
HOMO energy = -9.5 eV
Calculated total energy = -8299.8962 eV
Strongest force on any atom = 1.40 eV/Å
Gap between HOMO and LUMO = 10.427 eV
Lowest unoccupied orbital energy = 0.92 eV
Energy above the lowest of the compared OMol25 structures with the same formula, charge and spin = 37.1 kcal per mole
SMILES = CC=O.NCN

Each line ends with the Löwdin charge.
Positions of all 16 atoms, in Å:
C (-2.81, 1.19, 0.93)  -0.059
C (-2.32, -0.18, 0.60)  -0.339
O (-2.65, -0.76, -0.40)  0.033
H (-3.79, 0.99, 1.38)  0.089
H (-2.25, 1.84, 1.60)  0.074
H (-2.94, 1.86, 0.08)  0.082
H (-1.66, -0.72, 1.30)  0.113
N (1.91, -0.81, -1.76)  -0.018
C (1.74, 0.00, -0.54)  -0.387
N (2.72, -0.20, 0.52)  -0.008
H (2.29, -1.71, -1.45)  0.054
H (1.00, -1.09, -2.11)  0.052
H (0.73, -0.18, -0.15)  0.086
H (1.74, 1.06, -0.83)  0.099
H (3.64, -0.09, 0.05)  0.073
H (2.66, -1.18, 0.76)  0.056

---

3.
Formula: C6H14NO
Source: the OMol25 dataset
Level of theory: wB97M-V/def2-TZVPD

Summary:
HOMO energy = -2.2 eV
Total charge = -1
Calculated total energy = -9984.8851 eV
Strongest force on any atom = 3.39 eV/Å
Gap between HOMO and LUMO = 5.892 eV
Lowest unoccupied orbital energy = 3.64 eV
Energy above the lowest of the compared OMol25 structures with the same formula, charge and spin = 40.1 kcal per mole
SMILES = CCC[C@H](C[O-])NC

Each line ends with the Löwdin charge.
Positions of all 22 atoms, in Å:
C (-0.25, 2.57, -1.23)  -0.139
C (0.37, 1.12, -1.13)  -0.260
C (-0.65, 0.22, -0.48)  -0.217
C (-0.09, -1.10, 0.12)  -0.348
C (-1.01, -2.42, -0.25)  -0.504
O (-0.47, -3.02, -1.30)  -0.354
N (0.04, -1.00, 1.60)  -0.111
C (1.26, -0.18, 1.96)  -0.136
H (0.48, 3.15, -1.80)  0.045
H (-0.14, 3.06, -0.24)  0.060
H (-1.26, 2.78, -1.58)  0.061
H (1.29, 1.31, -0.59)  0.081
H (0.62, 0.80, -2.17)  0.111
H (-1.24, 0.78, 0.27)  0.108
H (-1.38, -0.14, -1.22)  0.108
H (0.87, -1.17, -0.38)  0.109
H (-2.08, -2.08, -0.22)  0.074
H (-0.87, -3.02, 0.72)  0.066
H (0.30, -1.96, 1.83)  0.066
H (2.18, -0.52, 1.50)  0.074
H (1.02, 0.81, 1.59)  0.043
H (1.02, -0.01, 3.01)  0.062

---

4.
Formula: C32H52AuClP
Source: the OMol25 dataset
Level of theory: wB97M-V/def2-TZVPD

Summary:
HOMO energy (spin up / spin down) = -1.6 / -3.2 eV
Total charge = -1
Calculated total energy = -59530.9549 eV
Strongest force on any atom = 4.66 eV/Å
Gap between HOMO and LUMO (spin up / spin down) = 4.289 / 5.303 eV
Expectation value of S² = 2.048
Lowest unoccupied orbital energy (spin up / spin down) = 2.72 / 2.06 eV
Spin multiplicity = 3

Each line ends with the Löwdin spin population.
Positions of all 87 atoms, in Å:
Au (-0.27, 0.14, 0.14)  0.338
Cl (-2.24, 1.59, -0.48)  0.092
P (0.02, 0.37, -2.28)  0.049
C (-0.19, 0.92, 1.94)  0.176
H (0.77, 1.39, 2.19)  0.021
H (-1.11, 1.46, 2.19)  0.015
C (1.47, -0.50, -3.13)  0.001
C (0.03, 2.19, -2.74)  0.019
C (2.82, 0.22, -2.95)  0.001
H (1.51, -1.44, -2.55)  0.000
C (3.97, -0.70, -3.36)  0.000
H (2.85, 1.12, -3.58)  0.000
H (2.95, 0.55, -1.91)  0.002
C (3.82, -1.24, -4.78)  0.000
H (4.92, -0.17, -3.26)  0.000
H (4.01, -1.55, -2.66)  0.000
C (2.42, -1.78, -5.08)  0.000
H (4.06, -0.44, -5.50)  0.000
H (4.55, -2.04, -4.95)  0.000
C (1.29, -0.86, -4.61)  0.000
H (2.30, -1.96, -6.16)  0.000
H (2.29, -2.75, -4.59)  0.000
H (1.28, 0.07, -5.21)  0.000
H (0.33, -1.36, -4.78)  0.000
C (-1.54, -0.36, -3.01)  0.001
C (0.52, 2.53, -4.15)  0.003
H (-1.04, 2.43, -2.64)  0.000
C (0.34, 4.03, -4.42)  0.002
H (1.59, 2.27, -4.24)  0.000
H (-0.01, 1.94, -4.92)  0.000
C (0.98, 4.92, -3.35)  0.001
H (0.77, 4.26, -5.41)  0.000
H (-0.73, 4.24, -4.48)  0.000
C (0.61, 4.50, -1.92)  0.001
H (2.07, 4.87, -3.45)  0.000
H (0.69, 5.96, -3.52)  0.000
C (0.79, 3.00, -1.68)  0.012
H (1.20, 5.07, -1.20)  0.000
H (-0.45, 4.75, -1.74)  0.000
H (1.86, 2.75, -1.73)  0.000
H (0.42, 2.73, -0.68)  0.009
C (-1.56, -1.88, -2.85)  0.006
H (-2.29, 0.06, -2.33)  0.001
C (-2.96, -2.42, -3.15)  0.000
H (-0.83, -2.35, -3.53)  0.000
H (-1.27, -2.16, -1.82)  0.006
C (-3.49, -1.95, -4.51)  0.000
H (-2.95, -3.51, -3.10)  0.000
H (-3.64, -2.06, -2.37)  0.000
C (-3.35, -0.44, -4.73)  0.000
H (-2.95, -2.48, -5.31)  0.000
H (-4.55, -2.24, -4.61)  0.000
C (-1.95, 0.09, -4.42)  -0.001
H (-3.63, -0.17, -5.75)  0.000
H (-4.06, 0.08, -4.06)  0.000
H (-1.24, -0.29, -5.17)  0.000
H (-1.94, 1.18, -4.50)  0.000
C (0.36, -1.43, 1.42)  0.181
C (-0.24, -0.61, 2.44)  0.038
H (1.46, -1.32, 1.39)  0.001
C (-1.72, -0.93, 2.75)  0.005
H (0.34, -0.63, 3.37)  0.007
C (-1.93, -2.43, 2.93)  0.000
H (-2.04, -0.39, 3.66)  0.002
H (-2.34, -0.57, 1.93)  0.001
C (-1.48, -3.23, 1.71)  0.004
H (-1.35, -2.76, 3.79)  0.000
H (-2.99, -2.62, 3.14)  0.000
C (-0.03, -2.88, 1.29)  0.047
H (-1.53, -4.31, 1.94)  0.000
H (-2.16, -3.07, 0.86)  0.001
H (0.63, -3.46, 1.95)  0.014
H (0.17, -3.23, 0.27)  0.005
C (3.00, 0.63, 0.46)  0.466
C (3.30, 0.69, 1.82)  0.038
C (3.54, -0.49, 2.59)  0.119
C (3.66, -0.43, 3.97)  -0.011
C (3.56, 0.81, 4.63)  0.153
C (3.40, 2.00, 3.89)  -0.009
C (3.28, 1.95, 2.51)  0.123
H (3.01, -0.33, -0.04)  0.020
H (2.94, 1.55, -0.11)  0.024
H (3.61, -1.45, 2.05)  0.004
H (3.83, -1.34, 4.54)  -0.004
H (3.61, 0.85, 5.71)  0.010
H (3.36, 2.96, 4.40)  -0.004
H (3.13, 2.86, 1.91)  0.005

---

5.
Formula: C4H10N2O2
Source: the OMol25 dataset
Level of theory: wB97M-V/def2-TZVPD

Summary:
HOMO energy = -9.5 eV
Calculated total energy = -11385.9097 eV
Strongest force on any atom = 0.87 eV/Å
Gap between HOMO and LUMO = 10.233 eV
Lowest unoccupied orbital energy = 0.70 eV
Energy above the lowest of the compared OMol25 structures with the same formula, charge and spin = 22.9 kcal per mole
SMILES = NC(=O)NCCCO

Each line ends with the Löwdin charge.
Positions of all 18 atoms, in Å:
N (-1.72, -1.10, 1.82)  0.154
C (-2.22, -1.01, 0.55)  -0.635
O (-3.12, -1.74, 0.18)  0.030
N (-1.63, -0.12, -0.32)  0.058
C (-0.41, 0.61, -0.06)  -0.213
C (0.86, -0.10, -0.52)  -0.163
C (2.08, 0.84, -0.50)  -0.284
O (3.18, 0.31, -1.19)  -0.060
H (-2.34, -1.59, 2.45)  0.105
H (-1.15, -0.41, 2.29)  0.082
H (-1.91, -0.28, -1.27)  0.146
H (-0.34, 0.85, 1.01)  0.112
H (-0.47, 1.59, -0.55)  0.117
H (0.72, -0.44, -1.54)  0.114
H (1.06, -0.96, 0.12)  0.118
H (2.39, 1.05, 0.53)  0.119
H (1.76, 1.81, -0.93)  0.117
H (3.24, 0.68, -2.07)  0.084

---

6.
Formula: C5H13NO2
Source: the OMol25 dataset
Level of theory: wB97M-V/def2-TZVPD

Summary:
HOMO energy = -9.3 eV
Calculated total energy = -10981.0389 eV
Strongest force on any atom = 2.14 eV/Å
Gap between HOMO and LUMO = 9.926 eV
Lowest unoccupied orbital energy = 0.64 eV
Energy above the lowest of the compared OMol25 structures with the same formula, charge and spin = 19.4 kcal per mole
SMILES = CCCC(=O)NC.O

Each line ends with the Löwdin charge.
Positions of all 21 atoms, in Å:
C (-2.08, -0.69, 0.78)  -0.100
C (-2.14, -0.26, -0.71)  -0.243
C (-1.10, 0.83, -0.97)  -0.116
C (0.28, 0.12, -1.04)  -0.505
O (0.48, -0.68, -1.94)  0.027
N (1.22, 0.34, -0.09)  0.026
C (1.11, 1.03, 1.23)  -0.046
H (-2.79, -1.44, 1.14)  0.068
H (-2.42, 0.21, 1.31)  0.073
H (-1.10, -1.06, 1.04)  0.062
H (-2.03, -1.07, -1.44)  0.103
H (-3.17, 0.07, -0.89)  0.102
H (-1.19, 1.60, -0.21)  0.087
H (-1.28, 1.33, -1.92)  0.115
H (2.11, -0.14, -0.14)  0.070
H (1.14, 0.28, 2.02)  0.079
H (0.17, 1.55, 1.24)  0.056
H (1.91, 1.77, 1.26)  0.081
O (3.76, -0.95, -0.40)  -0.022
H (3.18, -1.63, -0.75)  0.048
H (3.94, -1.21, 0.48)  0.037